(1)
{
  "formula": "C2H10NO2S",
  "method": "the ωB97M-V functional and the def2-TZVPD basis",
  "species": ["C", "C", "S", "N", "H", "H", "H", "H", "H", "H", "H", "H", "O", "H", "H", "O"],
  "coordinates": [[0.2415, -1.2611, -0.7688], [-0.9596, -0.8589, -1.7366], [-0.5667, 0.4387, -3.0109], [1.0960, -0.0305, -0.3039], [1.0161, -1.8381, -1.3532], [0.0512, -1.8373, 0.0732], [-1.7740, -0.4915, -1.0866], [-1.3679, -1.6338, -2.4603], [0.4749, 0.6685, 0.1608], [1.5809, 0.2989, -1.1241], [1.8542, -0.7361, 2.3518], [2.6782, 0.4642, 1.6202], [2.1712, 0.1817, 2.3606], [-1.7005, 1.7012, 1.8517], [-2.4715, 2.6239, 1.2812], [-2.3239, 2.3101, 2.1450]],
  "forces_ev_per_a": [[2.385, 2.711, -3.150], [0.118, -0.149, -0.214], [0.158, -0.001, 0.232], [-1.724, -2.013, 0.366], [-0.855, 0.333, 0.323], [-0.998, -0.918, 1.645], [0.138, -0.185, -0.287], [0.570, 0.099, 1.637], [0.862, -0.569, -0.909], [-0.619, 0.662, -0.189], [0.323, 0.220, -0.767], [0.225, -0.605, -1.337], [-0.583, 0.416, 2.547], [2.479, -2.586, 0.238], [-1.122, 1.514, -1.818], [-1.357, 1.072, 1.685]],
  "lowdin_spin": [0.10, 0.03, 0.03, 0.04, 0.01, 0.05, 0.02, 0.00, 0.04, 0.01, 0.10, 0.04, 0.27, 0.06, 0.04, 0.16],
  "orbital_gap_ha": [0.080, 0.215],
  "relative_energy_kcal_mol": 40.5,
  "max_force_ha_per_bohr": 0.093,
  "total_charge": -2,
  "multiplicity": 2,
  "energy_ha": -685.4674
}

***

(2)
{
  "formula": "C2H10NO3",
  "method": "the ωB97M-V functional and the def2-TZVPD basis",
  "species": ["C", "O", "C", "N", "H", "H", "H", "H", "H", "H", "H", "H", "O", "H", "H", "O"],
  "coordinates": [[1.4307, 0.6647, 0.2424], [1.1775, -0.7088, -0.2555], [0.2899, 1.5489, -0.1184], [-0.9595, 1.2871, 0.7634], [1.4981, 0.7966, 1.3427], [2.3914, 0.9466, -0.1984], [0.4480, 2.6150, -0.0160], [-0.0248, 1.3922, -1.1547], [-0.9998, 0.2814, 1.0610], [-1.8154, 1.3899, 0.3005], [-0.7390, -1.0286, -1.9632], [-1.1331, -2.0184, -0.7882], [-0.8517, -1.9596, -1.7372], [-0.1806, -2.2794, 1.3504], [0.3516, -1.2859, 0.0579], [-0.8832, -1.6417, 1.1133]],
  "forces_ev_per_a": [[-1.094, -2.187, 0.225], [0.741, 0.856, 0.313], [-3.269, 0.105, -0.055], [2.679, -1.058, 0.986], [0.268, -0.759, -0.213], [-0.237, 0.128, -0.079], [0.662, 0.312, 0.133], [0.377, -0.116, -0.226], [0.575, 0.557, -0.247], [-1.140, 0.571, -1.309], [0.086, -0.246, 0.538], [0.297, 0.511, -0.116], [-0.640, -0.467, -0.347], [-0.721, 0.327, 0.252], [0.791, 2.291, 0.741], [0.626, -0.823, -0.599]],
  "nbo_charge": [-0.08, -0.83, -0.24, -0.91, 0.16, 0.17, 0.17, 0.16, 0.43, 0.33, 0.46, 0.52, -1.00, 0.42, 0.52, -1.27],
  "orbital_gap_ha": 0.304,
  "relative_energy_kcal_mol": 25.4,
  "max_force_ha_per_bohr": 0.064,
  "total_charge": -1,
  "energy_ha": -362.6669
}

***

(3)
{
  "formula": "C2H10NO3",
  "method": "the ωB97M-V functional and the def2-TZVPD basis",
  "species": ["O", "C", "C", "N", "H", "H", "H", "H", "H", "H", "H", "H", "O", "H", "H", "O"],
  "coordinates": [[0.4765, -1.6161, -0.3440], [1.2032, -1.1922, 0.5034], [0.9985, 0.1459, 1.1668], [-0.4269, 0.6097, 1.0013], [2.0530, -1.7943, 0.8746], [1.7960, 0.7602, 0.7258], [1.1665, 0.2033, 2.2435], [-0.9680, 0.3052, 0.1754], [-0.6101, 1.5892, 1.2170], [-0.8556, 0.0861, 1.7714], [0.2006, 0.9556, -2.8574], [1.1403, 2.0941, -2.3950], [0.7061, 1.2850, -2.1094], [-3.0882, -0.9742, -0.6310], [-1.6054, -1.3722, -1.0336], [-2.1866, -1.0853, -0.3088]],
  "forces_ev_per_a": [[-0.186, 0.172, -0.281], [0.015, -0.823, 0.688], [0.400, 0.672, -0.244], [0.178, -0.445, 1.076], [0.103, 0.309, -0.110], [-0.703, 0.482, -0.199], [0.261, -0.555, -0.087], [0.274, -0.227, -0.389], [0.373, 0.138, -0.304], [-0.612, 0.171, -0.292], [0.112, 0.115, -0.159], [-0.061, -0.019, -0.208], [-0.087, -0.112, 0.550], [0.141, -0.155, -0.225], [-0.509, -0.136, 0.206], [0.302, 0.413, -0.022]],
  "nbo_charge": [-0.50, 0.43, -0.34, -0.68, 0.16, 0.27, 0.24, 0.49, 0.45, 0.44, 0.49, 0.49, -0.97, 0.50, 0.51, -0.98],
  "orbital_gap_ha": 0.417,
  "relative_energy_kcal_mol": 17.3,
  "max_force_ha_per_bohr": 0.023,
  "total_charge": 1,
  "energy_ha": -362.4173
}